No. 1
The following is a DFT calculation (ωB97M-V/def2-TZVPD) of a structure of composition C53H47N8OP2S2Sr.

Geometry as XYZ:
```
114
Properties=species:S:1:pos:R:3:lowdin_charge:R:1
Sr -1.2316 0.1252 0.1064 0.91
O -2.0563 -2.7843 -2.1383 -0.03
N -1.5561 -2.4619 -0.8962 -0.07
C -0.3739 -2.8363 -0.6158 -0.20
C 0.5900 -3.6108 -1.4380 -0.24
C 0.4024 -4.9732 -1.6563 -0.03
C 1.4079 -5.7150 -2.2566 -0.05
C 2.6077 -5.1058 -2.5964 -0.05
C 2.7871 -3.7463 -2.3884 -0.07
C 1.7660 -2.9682 -1.8505 -0.29
P 1.8104 -1.1316 -1.6529 1.10
C 3.5073 -0.8863 -1.0226 -0.38
C 3.8929 -1.5866 0.1237 -0.11
C 5.1672 -1.4312 0.6471 -0.08
C 6.0693 -0.5671 0.0369 -0.10
C 5.6823 0.1577 -1.0810 -0.08
C 4.4053 0.0040 -1.6065 -0.09
C 1.9080 -0.5346 -3.3822 -0.36
C 0.9805 0.4411 -3.7328 -0.11
C 0.9456 0.9681 -5.0183 -0.07
C 1.8482 0.5227 -5.9686 -0.07
C 2.7811 -0.4540 -5.6311 -0.07
C 2.8105 -0.9801 -4.3510 -0.09
H -1.3716 -3.2695 -2.6350 0.10
H -0.0299 -2.5452 0.3774 0.07
H -0.5091 -5.4546 -1.3223 0.13
H 1.2692 -6.7745 -2.4256 0.11
H 3.4092 -5.6944 -3.0231 0.11
H 3.7404 -3.2934 -2.6298 0.11
H 3.1952 -2.2674 0.5999 0.10
H 5.4613 -1.9937 1.5239 0.11
H 7.0709 -0.4604 0.4338 0.11
H 6.3790 0.8382 -1.5540 0.11
H 4.1150 0.5649 -2.4862 0.10
H 0.2526 0.7529 -2.9939 0.05
H 0.1916 1.7005 -5.2851 0.10
H 1.8216 0.9219 -6.9742 0.11
H 3.4860 -0.8075 -6.3726 0.11
H 3.5510 -1.7330 -4.1147 0.10
N -3.3105 0.2057 3.2737 -0.12
P -3.0341 -1.1676 2.2893 0.97
C -4.7052 -1.6817 1.7968 -0.37
C -5.7077 -1.9827 2.7192 -0.09
C -6.9824 -2.2996 2.2835 -0.07
C -7.2654 -2.3247 0.9218 -0.07
C -6.2745 -2.0359 -0.0028 -0.07
C -4.9962 -1.7140 0.4352 -0.10
C -2.5818 -2.3889 3.5583 -0.37
C -1.7432 -2.0229 4.6105 -0.12
C -1.3343 -2.9714 5.5357 -0.07
C -1.7426 -4.2918 5.4104 -0.08
C -2.5622 -4.6651 4.3545 -0.08
C -2.9804 -3.7186 3.4312 -0.10
C -2.9656 1.5087 2.9834 -0.37
C -3.3381 2.5232 3.8814 -0.01
C -2.9940 3.8220 3.6013 -0.05
C -2.2807 4.1036 2.4365 -0.06
C -1.9567 3.0509 1.6152 -0.16
N -2.2860 1.7708 1.8640 0.00
H -3.8344 0.0892 4.1303 0.11
H -5.4873 -1.9832 3.7812 0.11
H -7.7575 -2.5321 3.0020 0.11
H -8.2629 -2.5743 0.5843 0.11
H -6.4941 -2.0602 -1.0619 0.11
H -4.2180 -1.4996 -0.2885 0.08
H -1.3940 -1.0022 4.6994 0.08
H -0.6875 -2.6775 6.3522 0.11
H -1.4223 -5.0296 6.1343 0.11
H -2.8839 -5.6933 4.2526 0.11
H -3.6305 -4.0143 2.6164 0.11
H -3.8920 2.2682 4.7752 0.12
H -3.2771 4.6147 4.2814 0.11
H -1.9880 5.1093 2.1735 0.11
H -1.3865 3.2241 0.7109 0.05
C 4.5281 2.4405 1.6233 0.01
C 3.5686 1.9193 2.6329 -0.25
C 3.4541 2.3447 3.9278 0.04
C 2.4608 1.7541 4.7277 -0.29
N 1.6174 0.8411 4.2668 0.12
C 1.7198 0.4446 2.9939 -0.78
S 0.6323 -0.6637 2.3051 0.57
N 2.7261 0.9475 2.2271 0.08
C 2.2826 2.1707 6.1525 -0.02
H 5.0681 3.2975 2.0178 0.09
H 3.9903 2.7302 0.7153 0.06
H 5.2423 1.6609 1.3515 0.08
H 4.1049 3.1139 4.3146 0.12
H 2.7470 0.6556 1.2536 0.06
H 3.1833 2.6300 6.5544 0.08
H 1.9982 1.3118 6.7565 0.09
H 1.4698 2.8980 6.2115 0.10
S 1.1090 2.1269 -0.1649 0.65
C 1.6268 3.0096 -1.5047 -0.77
N 0.7205 3.4026 -2.4470 0.10
C 1.0513 4.0990 -3.5451 -0.04
C 2.3543 4.4501 -3.7442 -0.02
C 3.2582 4.0136 -2.7654 -0.09
N 2.9251 3.3231 -1.6931 0.08
H -0.2547 3.0977 -2.3347 0.09
H 0.2396 4.3427 -4.2179 0.14
H 2.6668 5.0152 -4.6071 0.11
H 4.3151 4.2373 -2.8693 0.12
N -3.3148 3.8908 -6.7711 0.15
C -3.0885 3.3447 -5.7850 -0.19
C -2.8046 2.6756 -4.5460 -0.26
C -2.7096 1.2852 -4.4953 -0.05
C -2.3707 0.6596 -3.3044 -0.16
C -2.0906 1.3476 -2.1052 -0.24
C -2.2709 2.7436 -2.2043 -0.21
C -2.6074 3.4113 -3.3805 -0.06
H -2.8904 0.7076 -5.3942 0.12
H -2.2977 -0.4261 -3.3280 0.07
H -2.1573 3.3669 -1.3195 0.07
H -2.7298 4.4887 -3.3965 0.12
```

Output
- Frontier orbital gap: 7.45 eV
- Electronic energy: -110773.1566 eV
- Net charge: +1

***

No. 2
The following is a DFT calculation (ωB97M-V/def2-TZVPD) of a structure of composition C53H47N8OP2S2Sr.

Geometry as XYZ:
```
114
Properties=species:S:1:pos:R:3:lowdin_charge:R:1
Sr 0.2301 1.1814 0.1978 0.99
O -3.7595 -0.2537 -0.6696 -0.06
N -2.8075 -1.0582 -1.2885 -0.02
C -3.2646 -2.2272 -1.4602 -0.10
C -2.5159 -3.3202 -2.1125 -0.19
C -3.3227 -4.3814 -2.5478 -0.04
C -2.7963 -5.4913 -3.1786 -0.06
C -1.4244 -5.5668 -3.3797 -0.06
C -0.6201 -4.5309 -2.9430 -0.10
C -1.1318 -3.3969 -2.3011 -0.30
P 0.1181 -2.1237 -1.7824 1.11
C 1.2872 -3.1500 -0.8116 -0.39
C 0.8729 -4.3031 -0.1395 -0.10
C 1.7370 -4.9778 0.7148 -0.10
C 3.0294 -4.5081 0.9229 -0.09
C 3.4453 -3.3534 0.2759 -0.10
C 2.5783 -2.6785 -0.5731 -0.16
C 0.9254 -1.9570 -3.4377 -0.38
C 2.1422 -2.5087 -3.8313 -0.09
C 2.6064 -2.3608 -5.1361 -0.09
C 1.8483 -1.6762 -6.0748 -0.11
C 0.6322 -1.1178 -5.6950 -0.10
C 0.1882 -1.2452 -4.3866 -0.14
H -3.2116 0.3449 -0.1392 0.06
H -4.2719 -2.4546 -1.1097 0.14
H -4.3922 -4.3151 -2.3830 0.11
H -3.4513 -6.2878 -3.5076 0.11
H -0.9811 -6.4253 -3.8683 0.11
H 0.4484 -4.6084 -3.0988 0.11
H -0.1256 -4.6966 -0.2958 0.11
H 1.4020 -5.8860 1.2032 0.11
H 3.7056 -5.0403 1.5811 0.11
H 4.4388 -2.9574 0.4454 0.11
H 2.9174 -1.7547 -1.0266 0.09
H 2.7288 -3.0884 -3.1315 0.10
H 3.5478 -2.8148 -5.4227 0.11
H 2.1888 -1.5967 -7.1014 0.11
H 0.0148 -0.5956 -6.4182 0.11
H -0.7640 -0.7996 -4.1145 0.10
N -1.1797 4.3961 -0.3157 -0.12
P -0.9851 3.6362 1.1987 1.01
C -1.3082 4.9697 2.3732 -0.38
C -2.4199 4.8491 3.2048 -0.09
C -2.7373 5.8662 4.0983 -0.07
C -1.9504 7.0054 4.1570 -0.07
C -0.8418 7.1356 3.3254 -0.07
C -0.5178 6.1211 2.4406 -0.09
C 0.8928 3.5156 1.3283 -0.46
C 1.7078 3.3530 0.1943 -0.25
C 3.0831 3.2212 0.3234 -0.08
C 3.6692 3.2790 1.5840 -0.08
C 2.8749 3.4099 2.7069 -0.07
C 1.4925 3.5013 2.5850 -0.10
C -1.7066 3.7507 -1.4380 -0.39
C -2.2518 4.5015 -2.4815 -0.01
C -2.7620 3.8314 -3.5733 -0.05
C -2.7242 2.4421 -3.6041 -0.06
C -2.1553 1.7888 -2.5357 -0.20
N -1.6413 2.4173 -1.4648 0.00
H -1.1507 5.4029 -0.3652 0.11
H -3.0427 3.9627 3.1571 0.10
H -3.5990 5.7675 4.7453 0.11
H -2.1948 7.7960 4.8551 0.11
H -0.2277 8.0253 3.3737 0.11
H 0.3616 6.2115 1.8130 0.11
H 1.2794 3.3457 -0.8047 0.03
H 3.6806 3.0824 -0.5668 0.09
H 4.7444 3.1964 1.6859 0.11
H 3.3234 3.4276 3.6921 0.12
H 0.8923 3.5979 3.4821 0.11
H -2.2848 5.5816 -2.4227 0.11
H -3.1981 4.3896 -4.3924 0.12
H -3.1217 1.8767 -4.4348 0.11
H -2.0929 0.7035 -2.5121 0.07
C 0.2433 -3.9690 4.1629 0.01
C 0.3994 -2.4882 4.0980 -0.25
C -0.2300 -1.6034 4.9247 0.03
C 0.0160 -0.2405 4.7369 -0.29
N 0.8410 0.2234 3.7996 0.13
C 1.4387 -0.6462 2.9805 -0.79
S 2.4513 -0.1575 1.6901 0.60
N 1.2319 -1.9808 3.1624 0.14
C -0.6479 0.7870 5.5976 -0.01
H -0.6500 -4.2230 4.7299 0.10
H 1.1130 -4.4153 4.6509 0.10
H 0.1607 -4.3872 3.1590 0.08
H -0.9221 -1.9574 5.6756 0.13
H 1.6769 -2.6068 2.4988 0.13
H -1.3795 0.3471 6.2726 0.09
H -1.1400 1.5134 4.9501 0.07
H 0.1085 1.3182 6.1786 0.09
S 1.0337 1.6228 -2.8561 0.69
C 2.6183 1.3194 -3.3245 -0.77
N 2.8555 1.0670 -4.6500 0.08
C 4.0634 0.7516 -5.1573 -0.05
C 5.1315 0.6935 -4.3231 -0.03
C 4.8641 0.9613 -2.9692 -0.09
N 3.6806 1.2570 -2.4788 0.09
H 2.0388 1.0568 -5.2460 0.12
H 4.0946 0.5563 -6.2196 0.14
H 6.1201 0.4500 -4.6784 0.11
H 5.6771 0.9232 -2.2488 0.12
N -4.6670 -3.4056 4.8506 0.15
C -4.0452 -2.7525 4.1345 -0.19
C -3.2519 -1.9225 3.2628 -0.26
C -3.2212 -0.5404 3.4209 -0.05
C -2.3915 0.2190 2.5993 -0.18
C -1.5588 -0.3089 1.5893 -0.23
C -1.6387 -1.7121 1.4965 -0.19
C -2.4526 -2.5126 2.2847 -0.06
H -3.8440 -0.0764 4.1790 0.12
H -2.4076 1.2970 2.7661 0.05
H -1.0371 -2.2442 0.7610 0.04
H -2.4751 -3.5903 2.1517 0.12
```

Output
- Frontier orbital gap: 7.08 eV
- Electronic energy: -110772.4073 eV
- Net charge: +1

***

No. 3
The following is a DFT calculation (ωB97M-V/def2-TZVPD) of a structure of composition C53H48AsN6O4SW.

Geometry as XYZ:
```
114
Properties=species:S:1:pos:R:3:lowdin_spin:R:1
W 0.9284 -0.3895 -0.4289 1.67
C -6.3378 2.4793 -2.7615 0.00
O -4.9753 2.2781 -2.4133 0.00
C -4.0807 2.0849 -3.4104 0.00
C -4.3501 2.1386 -4.7726 0.00
C -3.3381 1.9257 -5.6924 0.00
C -2.0455 1.6562 -5.2714 0.00
C -1.7527 1.6432 -3.9198 0.00
C -2.7606 1.8462 -2.9888 0.00
N -2.5030 2.0026 -1.6093 0.01
C -1.3518 1.6870 -0.9799 0.01
N -0.8565 2.5902 -0.1120 -0.01
C 0.3574 2.5698 0.5826 0.02
C 1.2773 1.4976 0.5503 0.00
C 2.4290 1.6918 1.3394 0.04
C 2.6895 2.8663 2.0155 -0.01
C 1.8011 3.9299 1.9729 0.03
C 0.6123 3.7816 1.2803 -0.01
O -0.3702 4.7081 1.1850 -0.01
C -0.2035 5.9906 1.7753 0.00
N -0.6729 0.5582 -1.1568 -0.01
C -1.2913 -0.6178 -1.6717 0.01
C -0.9898 -1.1527 -2.9303 0.03
C -1.6869 -2.2512 -3.4089 0.00
C -2.6962 -2.8231 -2.6506 0.03
C -3.0008 -2.3205 -1.3927 0.00
C -2.3152 -1.2210 -0.8925 0.03
O -2.5335 -0.6523 0.3280 0.01
C -3.7536 -0.9884 0.9877 0.00
H -6.8762 2.5488 -1.8186 0.00
H -6.7170 1.6346 -3.3428 0.00
H -6.4671 3.4021 -3.3301 0.00
H -5.3452 2.3668 -5.1148 0.00
H -3.5541 1.9914 -6.7464 0.00
H -1.2591 1.4925 -5.9896 0.00
H -0.7329 1.5338 -3.5780 0.00
H -3.1089 2.6956 -1.1835 0.00
H -1.3428 3.4770 -0.0086 0.00
H 3.1484 0.8913 1.4619 0.00
H 3.5864 2.9550 2.6054 0.00
H 2.0353 4.8449 2.4869 0.00
H 0.5839 6.5511 1.2664 0.00
H 0.0149 5.9119 2.8392 0.00
H -1.1554 6.5022 1.6470 0.00
H -0.2588 -0.6681 -3.5639 0.00
H -1.4665 -2.6271 -4.3934 0.00
H -3.2612 -3.6520 -3.0460 0.00
H -3.7834 -2.7800 -0.8124 0.00
H -3.8148 -0.3361 1.8547 0.00
H -3.7535 -2.0261 1.3257 0.00
H -4.6043 -0.8121 0.3278 0.00
O 0.3020 -2.8739 -0.5514 0.03
C 1.3873 -3.7763 -0.3262 0.00
C 2.6737 -3.0111 -0.1211 0.00
C 3.8344 -3.7470 0.0691 0.00
C 5.0413 -3.0938 0.2575 0.00
C 5.0497 -1.7073 0.1281 0.00
C 3.8646 -1.0425 -0.0832 0.02
N 2.6462 -1.6498 -0.1411 0.02
H -0.4929 -3.3967 -0.7371 0.00
H 1.5037 -4.4526 -1.1853 0.00
H 1.1745 -4.4003 0.5529 0.00
H 3.7796 -4.8253 0.0919 0.00
H 5.9455 -3.6377 0.4764 0.00
H 5.9723 -1.1568 0.2040 0.00
H 3.8724 0.0358 -0.2101 0.00
C -2.5444 -3.9461 4.5069 0.00
C -1.6279 -4.3846 3.5668 0.00
C -0.9477 -3.4688 2.7808 0.00
C -1.1667 -2.1037 2.9423 0.00
C -2.0790 -1.6664 3.8974 0.00
C -2.7683 -2.5879 4.6717 0.00
As -0.0324 -0.8072 1.9418 0.01
C -0.3055 0.7968 3.0299 0.00
C -1.3756 1.6757 2.9805 0.00
C -1.4157 2.7669 3.8381 0.00
C -0.3778 2.9892 4.7315 0.00
C 0.6978 2.1209 4.7836 0.00
C 0.7431 1.0141 3.9434 0.00
C 1.7950 -0.0025 3.9327 0.00
C 2.9360 -0.0244 4.7266 0.00
C 3.8137 -1.0938 4.6596 0.00
C 3.5517 -2.1643 3.8183 0.00
C 2.4311 -2.1416 3.0010 0.00
C 1.5681 -1.0602 3.0360 0.00
H -3.0742 -4.6621 5.1150 0.00
H -1.4367 -5.4415 3.4567 0.00
H -0.2203 -3.8092 2.0508 0.00
H -2.2413 -0.6052 4.0462 0.00
H -3.4714 -2.2503 5.4157 0.00
H -2.1773 1.4922 2.2729 0.00
H -2.2585 3.4406 3.8208 0.00
H -0.4190 3.8341 5.4035 0.00
H 1.4965 2.2953 5.4883 0.00
H 3.1374 0.7882 5.4054 0.00
H 4.6977 -1.1022 5.2788 0.00
H 4.2115 -3.0177 3.8045 0.00
H 2.2116 -2.9883 2.3587 0.00
N 2.0935 2.7343 -2.0018 0.00
C 2.3681 1.6055 -2.6619 0.01
N 2.0135 0.3845 -2.2759 0.01
C 2.4024 -0.5430 -3.2443 0.01
C 2.1254 -1.9060 -3.2224 0.01
C 2.5343 -2.6979 -4.2788 0.00
C 3.2026 -2.1503 -5.3685 0.00
C 3.4734 -0.7962 -5.4192 0.00
C 3.0710 -0.0072 -4.3547 0.00
S 3.2137 1.7229 -4.1774 0.00
H 1.7232 2.7142 -1.0579 0.00
H 2.4590 3.6005 -2.3617 0.00
H 1.5491 -2.3280 -2.4100 0.00
H 2.3150 -3.7538 -4.2717 0.00
H 3.4870 -2.7803 -6.1951 0.00
H 3.9669 -0.3568 -6.2690 0.00
```

Output
- Frontier orbital gap (alpha / beta): 5.06 / 5.74 eV
- Electronic energy: -146347.7940 eV
- Net charge: +3
- Multiplicity: 3
- ⟨S²⟩: 2.028

***

No. 4
The following is a DFT calculation (ωB97M-V/def2-TZVPD) of a structure of composition C53H49AsBrClCsN3O2S4.

Geometry as XYZ:
```
115
Properties=species:S:1:pos:R:3:lowdin_charge:R:1
Cs -0.9553 -0.6999 0.5809 0.91
C 3.0989 -2.6475 1.6621 -0.53
C 3.9977 -1.4338 1.4150 -0.52
S 3.0846 -0.0118 0.7607 0.87
C 4.0809 0.4182 -0.6779 -0.55
C 4.2479 -0.6309 -1.7809 -0.53
S 2.6929 -1.2407 -2.4714 0.85
C 2.8843 -3.0379 -2.3577 -0.55
C 3.2692 -3.6048 -0.9880 -0.54
S 2.0722 -3.1568 0.2810 0.85
H 2.3579 -2.4367 2.4370 0.05
H 3.7078 -3.4833 2.0195 0.08
H 4.8097 -1.6870 0.7286 0.06
H 4.4685 -1.1564 2.3612 0.07
H 5.0794 0.7407 -0.3657 0.08
H 3.5822 1.3013 -1.0844 0.04
H 4.8236 -1.4785 -1.4073 0.05
H 4.8502 -0.1854 -2.5775 0.06
H 3.5797 -3.4102 -3.1143 0.07
H 1.8919 -3.4057 -2.6388 0.05
H 4.2683 -3.2680 -0.7016 0.05
H 3.3372 -4.6937 -1.0891 0.07
Br 5.1921 5.6976 4.2231 0.68
C 4.2330 4.8120 2.8350 -0.70
C 3.1856 3.9685 3.1622 -0.11
C 2.5058 3.3106 2.1463 -0.01
C 2.8544 3.5367 0.8175 -0.27
C 3.9260 4.3676 0.5062 -0.03
C 4.6225 5.0113 1.5227 -0.14
N 2.1045 2.8269 -0.1500 0.10
C 1.8173 3.3721 -1.2488 -0.10
C 1.0624 2.6494 -2.3001 -0.27
C 0.9334 3.2407 -3.5495 -0.04
C 0.1771 2.5837 -4.5154 -0.08
C -0.4206 1.3870 -4.1818 -0.04
C -0.2322 0.8742 -2.8991 -0.15
N 0.4957 1.4882 -1.9769 0.14
H 2.8995 3.8000 4.1918 0.11
H 1.7158 2.6052 2.3805 0.09
H 4.2436 4.4943 -0.5215 0.11
H 5.4647 5.6508 1.2967 0.09
H 2.1119 4.3965 -1.5043 0.12
H 1.4005 4.1972 -3.7531 0.10
H 0.0463 3.0154 -5.4999 0.10
H -1.0514 0.8512 -4.8798 0.10
H -0.7492 -0.0236 -2.5747 0.04
S -5.3154 1.3122 -2.2239 0.92
C -5.1982 -0.2469 -2.9043 -0.47
C -4.0046 -0.8263 -2.5796 -0.28
C -3.0911 -0.0616 -1.7595 -0.22
C -3.7189 1.1462 -1.5040 -0.54
C -3.1803 2.3357 -0.8124 -0.30
C -3.9084 3.5396 -0.7296 -0.07
C -3.3460 4.6442 -0.1223 -0.10
C -2.0675 4.5532 0.4155 -0.09
C -1.4293 3.3274 0.3190 -0.16
N -1.9559 2.2594 -0.2714 0.07
H -6.0099 -0.6721 -3.4796 0.04
H -3.7922 -1.8355 -2.9228 0.06
H -4.9071 3.6034 -1.1397 0.06
H -3.9068 5.5700 -0.0596 0.09
H -1.5867 5.3839 0.9162 0.09
H -0.4449 3.1775 0.7595 0.09
C -6.1569 -4.3142 -1.0872 -0.11
C -5.3552 -5.0429 -1.9576 -0.10
C -3.9796 -4.8491 -1.9579 -0.11
C -3.3940 -3.9277 -1.0928 -0.37
C -4.2018 -3.2007 -0.2235 -0.10
C -5.5785 -3.3981 -0.2219 -0.07
As -1.4518 -3.6040 -1.0844 1.31
C -0.9158 -5.3432 -0.3430 -0.36
C -1.7041 -5.9821 0.6103 -0.09
C -1.2740 -7.1627 1.2034 -0.09
C -0.0532 -7.7230 0.8513 -0.11
C 0.7433 -7.0877 -0.0915 -0.10
C 0.3152 -5.9017 -0.6743 -0.16
C -1.1283 -3.9981 -3.0019 -0.38
C -1.1278 -2.8520 -3.8022 -0.12
C -0.8863 -2.9288 -5.1681 -0.09
C -0.6275 -4.1588 -5.7593 -0.11
C -0.6286 -5.3067 -4.9776 -0.10
C -0.8818 -5.2265 -3.6120 -0.12
H -7.2315 -4.4584 -1.0862 0.09
H -5.8010 -5.7594 -2.6389 0.09
H -3.3639 -5.4156 -2.6426 0.09
H -3.7659 -2.4919 0.4673 0.09
H -6.1919 -2.8199 0.4591 0.11
H -2.6465 -5.5385 0.9063 0.10
H -1.8949 -7.6378 1.9543 0.10
H 0.2825 -8.6417 1.3188 0.09
H 1.7082 -7.5000 -0.3653 0.09
H 0.9615 -5.4130 -1.3942 0.08
H -1.3391 -1.8887 -3.3456 0.06
H -0.8951 -2.0243 -5.7658 0.10
H -0.4273 -4.2230 -6.8231 0.09
H -0.4350 -6.2728 -5.4316 0.09
H -0.8858 -6.1321 -3.0177 0.09
Cl -5.1059 -2.1823 5.0345 0.52
C -3.7195 -1.1635 4.6457 -0.71
C -3.8613 -0.0688 3.7986 -0.16
C -2.7731 0.7248 3.5005 -0.11
C -1.4529 0.4845 4.0170 -0.41
C -0.3720 1.2954 3.6880 -0.11
C -1.3680 -0.6774 4.8579 -0.09
C -2.4601 -1.4617 5.1609 -0.17
H -4.8273 0.1615 3.3627 0.09
H -2.9103 1.5734 2.8339 0.09
H 0.6237 1.0971 4.0757 0.00
H -0.5437 2.1815 3.0805 -0.01
H -0.3973 -0.9633 5.2531 0.10
H -2.3313 -2.3341 5.7936 0.09
O 0.1796 -2.9084 2.5609 -0.16
C -1.0343 -3.1829 2.5164 -0.63
O -1.8222 -2.9230 1.5639 -0.45
H -1.4882 -3.6854 3.3966 0.12
```

Output
- Frontier orbital gap: 3.28 eV
- Electronic energy: -251613.4163 eV
- Net charge: -2